Molecular formula: C18H30N2O6
Method: DFT, ωB97M-V/def2-TZVPD

Structure (ORCA input):
```
! RIJCOSX wB97M-V def2-TZVPD def2/J DEFGRID3
* xyz 1 2
H 19.5605 9.2960 9.9481
N 18.5862 1.4567 10.0942
C 21.9363 -0.6711 7.1656
H 19.0259 1.7540 10.9535
H 16.8979 2.6161 9.9443
H 19.9364 5.0929 4.6417
H 23.8210 2.8205 6.0724
C 20.5069 -2.1528 6.1397
H 24.1095 4.3363 7.6589
O 21.1377 -1.8382 7.2761
H 23.7252 6.5667 5.5683
H 22.6548 5.1770 7.0735
C 24.4294 6.0040 6.1811
C 20.8937 -1.1301 5.0150
H 20.7956 7.7230 4.4211
H 20.0882 -0.5323 4.5887
H 21.5993 0.0460 7.9142
H 22.7601 3.8752 4.9979
H 20.6071 4.2989 6.3619
H 22.9446 -1.0739 7.2617
H 16.3190 0.5796 7.8875
H 22.6271 0.1308 5.1894
C 21.7210 7.0864 10.6394
O 19.6767 -3.0218 6.0338
H 18.7085 -0.6108 7.6591
N 20.0564 8.4419 10.1596
C 21.3193 8.3375 10.6626
O 20.8778 6.9286 4.9539
C 23.6330 4.7888 6.7894
H 21.2721 5.5224 3.6440
H 19.6823 4.7742 7.7883
C 23.6301 3.8075 5.6510
H 18.8461 3.7059 6.8595
O 26.3009 5.8391 4.5259
C 19.8803 3.9545 7.0977
O 24.8587 4.1065 4.9785
C 20.3502 5.9215 4.0670
C 19.1954 0.5638 9.3494
H 20.6202 5.1769 10.0734
H 21.0779 0.7688 5.7879
H 20.2018 0.2563 9.5924
C 18.3711 0.0694 8.4271
C 25.3427 5.3840 5.1976
O 20.5920 2.9431 7.7459
H 20.0369 2.3252 8.2272
H 21.7414 9.2299 11.1005
C 21.7497 -0.0896 5.7974
C 20.7212 6.2472 10.1769
H 22.6366 6.8770 11.1725
H 19.5718 6.2533 3.3799
C 17.1700 0.7201 8.5374
H 18.8548 6.8836 9.2449
C 19.7701 7.1683 9.7424
H 21.5919 -1.5447 4.2878
H 24.8907 6.7127 6.8689
C 17.3645 1.7178 9.5676
*
```

Its HOMO-LUMO gap (spin up / spin down) is 0.236 / 0.087 hartree. As for the highest occupied orbital energy (spin up / spin down): -0.386 / -0.386 hartree. The expectation value of S² is 0.761. Its calculated total energy is -34405.83320 eV.

Atomic partial charges in e from the Mulliken method, atoms 1 to 4: 0.217 0.111 -0.040 0.266